No. 1
ORCA calculation (ωB97M-V/def2-TZVPD) on a cluster of 4 separate species, C46H62ClF2NO14SSi in total.

Geometry as ORCA input:
```
! RIJCOSX wB97M-V def2-TZVPD def2/J DEFGRID3
* xyz 0 1
C 3.281 -0.303 6.916
C 2.065 -0.241 5.994
O 1.430 1.024 5.982
C 2.113 1.994 5.206
C 1.826 1.757 3.728
O 2.004 2.952 2.961
C 2.668 2.815 1.774
C 4.058 2.641 1.791
S 4.930 2.560 3.340
C 4.740 2.493 0.591
C 4.035 2.559 -0.615
C 2.659 2.755 -0.646
C 1.984 2.822 -2.004
C 1.974 1.486 -2.695
N 1.792 1.351 -3.942
C 1.952 2.865 0.576
C 0.436 3.023 0.494
F -0.034 2.005 -0.311
F 0.198 4.203 -0.191
C -0.442 3.047 1.719
C -1.943 2.972 1.324
Si -2.724 1.327 1.818
C -2.427 1.027 3.657
C -1.888 -0.096 0.912
C -4.563 1.300 1.450
C -5.509 1.202 2.478
C -6.869 1.145 2.208
C -7.327 1.206 0.896
C -6.398 1.296 -0.126
C -5.043 1.357 0.140
C 4.849 2.379 -1.863
O 4.693 3.014 -2.878
C 5.917 1.349 -1.738
C 6.198 0.484 -2.777
C 7.179 -0.478 -2.604
O 7.436 -1.342 -3.636
C 7.866 -0.563 -1.403
C 7.613 0.309 -0.348
C 8.382 0.125 0.929
C 7.770 -0.955 1.849
C 6.247 -0.932 1.940
Cl 5.469 -2.086 0.816
C 6.623 1.273 -0.537
C 6.228 2.256 0.511
O 7.019 2.833 1.222
H 3.458 -1.343 7.187
H 4.171 0.027 6.380
H 3.141 0.315 7.798
H 1.308 -0.951 6.324
H 2.372 -0.566 4.994
H 3.176 1.962 5.428
H 1.710 2.972 5.466
H 0.793 1.407 3.679
H 2.451 0.963 3.314
H 5.203 3.861 3.484
H 2.476 3.568 -2.622
H 0.948 3.115 -1.933
H 2.073 0.604 -2.051
H 1.778 0.348 -4.127
H -0.199 2.169 2.313
H -0.213 3.896 2.354
H -2.080 3.177 0.265
H -2.462 3.725 1.919
H -3.150 0.341 4.090
H -2.405 1.968 4.209
H -1.425 0.605 3.755
H -0.950 -0.318 1.426
H -1.684 0.139 -0.129
H -2.497 -0.998 0.969
H -5.208 1.164 3.517
H -7.567 1.071 3.031
H -8.392 1.146 0.721
H -6.724 1.321 -1.158
H -4.344 1.428 -0.683
H 5.655 0.540 -3.710
H 8.367 -1.302 -3.873
H 8.616 -1.335 -1.283
H 9.393 -0.199 0.682
H 8.475 1.041 1.501
H 8.136 -0.805 2.866
H 8.099 -1.951 1.558
H 5.830 0.058 1.779
H 5.931 -1.246 2.931
C -11.375 -2.239 -4.095
C -11.526 -1.803 -2.654
O -10.462 -0.931 -2.237
C -10.543 0.322 -2.680
O -11.419 0.782 -3.363
O -9.471 0.985 -2.235
C -9.384 2.327 -2.726
H -10.397 -2.696 -4.253
H -12.148 -2.963 -4.350
H -11.461 -1.390 -4.772
H -11.459 -2.663 -1.990
H -12.487 -1.320 -2.478
H -10.290 2.888 -2.513
H -9.191 2.321 -3.798
H -8.549 2.790 -2.208
C -1.915 3.028 -3.134
C -1.762 1.524 -3.071
O -2.996 0.883 -2.700
C -3.926 0.801 -3.648
O -3.826 1.180 -4.785
O -5.005 0.226 -3.110
C -6.130 0.136 -3.986
H -2.306 3.410 -2.189
H -0.951 3.496 -3.335
H -2.609 3.318 -3.922
H -1.049 1.264 -2.294
H -1.394 1.120 -4.013
H -5.861 -0.360 -4.916
H -6.525 1.129 -4.197
H -6.878 -0.450 -3.459
C 3.061 -9.476 -1.470
C 3.318 -9.146 -0.016
O 4.470 -8.305 0.154
C 4.292 -7.023 -0.161
O 3.265 -6.520 -0.539
O 5.447 -6.387 0.022
C 5.424 -5.001 -0.343
H 3.949 -9.918 -1.922
H 2.234 -10.181 -1.554
H 2.808 -8.581 -2.035
H 3.548 -10.052 0.542
H 2.450 -8.679 0.450
H 4.613 -4.489 0.162
H 5.316 -4.904 -1.424
H 6.375 -4.586 -0.034
*
```

The SMILES is [H]/N=C/Cc1c2c(c(S)c(OCCOCC)c1C(F)(F)CC[Si](C)(C)c1ccccc1)C(=O)c1c(CCCCl)cc(O)cc1C2=O.CCOC(=O)OC.CCOC(=O)OC.CCOC(=O)OC. As for the HOMO-LUMO gap: 0.3002 Eh. The calculation puts the LUMO energy at -0.9 eV.

Atomic partial charges in e from the Mulliken method, atoms 1 to 99: atom 1 (C): -1.229, atom 2 (C): -0.043, atom 3 (O): -0.431, atom 4 (C): -0.638, atom 5 (C): 0.361, atom 6 (O): -0.605, atom 7 (C): 0.498, atom 8 (C): 0.864, atom 9 (S): -0.097, atom 10 (C): 0.366, atom 11 (C): -0.255, atom 12 (C): 0.652, atom 13 (C): -1.494, atom 14 (C): -0.070, atom 15 (N): -0.758, atom 16 (C): -0.468, atom 17 (C): 1.089, atom 18 (F): -0.148, atom 19 (F): -0.378, atom 20 (C): -0.129, atom 21 (C): -0.297, atom 22 (Si): 0.458, atom 23 (C): -1.247, atom 24 (C): -0.999, atom 25 (C): 0.200, atom 26 (C): -0.344, atom 27 (C): -0.692, atom 28 (C): -0.662, atom 29 (C): -0.314, atom 30 (C): -0.056, atom 31 (C): -0.263, atom 32 (O): -0.548, atom 33 (C): 0.972, atom 34 (C): -0.768, atom 35 (C): -0.098, atom 36 (O): -0.555, atom 37 (C): -0.467, atom 38 (C): 0.295, atom 39 (C): -1.241, atom 40 (C): -0.883, atom 41 (C): 0.396, atom 42 (Cl): -0.220, atom 43 (C): 0.559, atom 44 (C): -0.819, atom 45 (O): -0.578, atom 46 (H): 0.423, atom 47 (H): 0.256, atom 48 (H): 0.292, atom 49 (H): 0.390, atom 50 (H): 0.196, atom 51 (H): 0.231, atom 52 (H): 0.300, atom 53 (H): -0.252, atom 54 (H): 0.281, atom 55 (H): 0.202, atom 56 (H): 0.653, atom 57 (H): 0.404, atom 58 (H): 0.528, atom 59 (H): 0.327, atom 60 (H): -0.916, atom 61 (H): 0.658, atom 62 (H): -0.076, atom 63 (H): 0.525, atom 64 (H): 0.446, atom 65 (H): 0.375, atom 66 (H): 0.169, atom 67 (H): 0.343, atom 68 (H): 0.040, atom 69 (H): 0.463, atom 70 (H): 0.293, atom 71 (H): 0.388, atom 72 (H): 0.458, atom 73 (H): 0.360, atom 74 (H): 0.227, atom 75 (H): 0.565, atom 76 (H): 0.336, atom 77 (H): 0.492, atom 78 (H): 0.537, atom 79 (H): 0.376, atom 80 (H): 0.425, atom 81 (H): 0.380, atom 82 (H): -0.588, atom 83 (H): 0.478, atom 84 (C): -1.122, atom 85 (C): -0.204, atom 86 (O): -0.338, atom 87 (C): 0.662, atom 88 (O): -0.563, atom 89 (O): -0.131, atom 90 (C): -0.780, atom 91 (H): 0.283, atom 92 (H): 0.368, atom 93 (H): 0.317, atom 94 (H): 0.297, atom 95 (H): 0.329, atom 96 (H): 0.375, atom 97 (H): 0.332, atom 98 (H): 0.201, atom 99 (C): -1.171

=====

No. 2
ORCA calculation (ωB97M-V/def2-TZVPD) on the molecule C5H7NO.

Geometry as ORCA input:
```
! RIJCOSX wB97M-V def2-TZVPD def2/J DEFGRID3
* xyz 0 1
C -1.839 0.227 0.209
C -0.444 0.227 -0.390
C 0.593 1.042 0.326
C 1.747 0.378 0.366
N 1.592 -0.871 -0.241
C 0.246 -1.130 -0.480
O -0.216 -2.217 -0.742
H -2.250 1.241 0.165
H -1.822 -0.090 1.255
H -2.494 -0.445 -0.351
H -0.503 0.562 -1.441
H 0.416 2.015 0.737
H 2.702 0.669 0.785
H 2.272 -1.608 -0.199
*
```

For the energy above the lowest of the compared OMol25 structures with the same formula, charge and spin, the calculation gives 3.6 kcal per mole. The SMILES is C[C@H]1C=CNC1=O. As for the HOMO-LUMO gap: 0.3518 Eh. The calculation puts the LUMO energy at 0.9 eV.

How positive or negative is each atom? The natural (NBO) charges in e answer that: atom 1 (C): -0.593, atom 2 (C): -0.357, atom 3 (C): -0.261, atom 4 (C): -0.012, atom 5 (N): -0.630, atom 6 (C): 0.692, atom 7 (O): -0.582, atom 8 (H): 0.211, atom 9 (H): 0.213, atom 10 (H): 0.228, atom 11 (H): 0.243, atom 12 (H): 0.219, atom 13 (H): 0.218, atom 14 (H): 0.411

=====

No. 3
ORCA calculation (ωB97M-V/def2-TZVPD) on the molecule C4H4OS.

Geometry as ORCA input:
```
! RIJCOSX wB97M-V def2-TZVPD def2/J DEFGRID3
* xyz 0 1
C -1.314 -0.110 -0.003
C 0.819 -0.886 -0.001
C 0.826 0.606 -0.010
C -0.426 1.060 0.025
H 1.331 -1.309 -0.866
H 1.272 -1.291 0.898
H 1.734 1.212 -0.061
H -0.735 2.105 0.015
O -0.569 -1.226 0.007
S -2.939 -0.161 -0.005
*
```

For the energy above the lowest of the compared OMol25 structures with the same formula, charge and spin, the calculation gives 12.4 kcal per mole. The SMILES is S=C1C=CCO1. As for the HOMO-LUMO gap: 0.3158 Eh. The calculation puts the LUMO energy at 0.0 eV.

How positive or negative is each atom? The natural (NBO) charges in e answer that: atom 1 (C): 0.177, atom 2 (C): -0.119, atom 3 (C): -0.151, atom 4 (C): -0.284, atom 5 (H): 0.210, atom 6 (H): 0.211, atom 7 (H): 0.229, atom 8 (H): 0.248, atom 9 (O): -0.457, atom 10 (S): -0.063

=====

No. 4
ORCA calculation (ωB97M-V/def2-TZVPD) on a cluster of 2 separate species, C5H9N2O4 in total.

Geometry as ORCA input:
```
! RIJCOSX wB97M-V def2-TZVPD def2/J DEFGRID3
* xyz 1 1
C -0.575 -3.554 1.198
C -0.935 1.238 -0.351
C 1.221 -0.472 0.143
C -0.926 2.392 0.726
C 0.331 0.435 -0.790
N 1.879 0.220 1.065
N -0.280 -0.539 -1.848
O -0.262 -3.594 2.282
O -1.976 0.872 -0.792
O -0.912 -3.507 0.089
O 1.225 -1.656 -0.051
H 0.019 2.554 1.293
H -1.276 3.321 0.162
H -1.738 2.208 1.326
H 1.091 1.093 -1.078
H 2.460 -0.308 1.684
H 1.984 1.210 1.006
H -1.346 -0.263 -1.754
H 0.028 -1.439 -1.518
H -0.013 -0.211 -2.796
*
```

For the energy above the lowest of the compared OMol25 structures with the same formula, charge and spin, the calculation gives 0.0 kcal per mole. As for the HOMO-LUMO gap: 0.4210 Eh. The calculation puts the LUMO energy at -3.6 eV.

How positive or negative is each atom? The natural (NBO) charges in e answer that: atom 1 (C): 1.032, atom 2 (C): 0.617, atom 3 (C): 0.686, atom 4 (C): -0.707, atom 5 (C): -0.262, atom 6 (N): -0.783, atom 7 (N): -0.717, atom 8 (O): -0.481, atom 9 (O): -0.509, atom 10 (O): -0.550, atom 11 (O): -0.580, atom 12 (H): 0.231, atom 13 (H): 0.276, atom 14 (H): 0.263, atom 15 (H): 0.249, atom 16 (H): 0.435, atom 17 (H): 0.410, atom 18 (H): 0.469, atom 19 (H): 0.475, atom 20 (H): 0.446

=====

No. 5
ORCA calculation (ωB97M-V/def2-TZVPD) on a structure of composition C10H22N2O9V.

Geometry as ORCA input:
```
! RIJCOSX wB97M-V def2-TZVPD def2/J DEFGRID3
* xyz -2 2
O -0.480 0.253 -1.163
V 0.760 -0.755 -1.032
C 2.353 -0.908 -3.226
O 1.176 -0.702 -3.095
O 3.155 0.006 -3.578
O 2.662 -1.373 -2.143
C 2.395 0.476 0.736
O 3.602 0.175 0.603
O 1.635 -0.429 0.906
O 2.076 1.025 -0.332
C -0.755 3.796 -0.918
C 0.073 4.133 0.389
C -0.357 3.420 1.667
O 0.524 3.682 2.695
C 0.153 2.943 3.822
N 1.445 3.817 0.141
H -0.586 2.791 -1.306
H -0.591 4.433 -1.787
H -1.795 3.922 -0.618
H 0.033 5.222 0.422
H -0.327 2.341 1.511
H -1.385 3.728 1.861
H 0.597 1.954 3.710
H -0.889 2.852 4.129
H 0.609 3.474 4.657
H 1.986 4.209 0.898
H 1.521 2.810 0.138
C -0.013 -5.248 -0.582
C -0.427 -3.818 -1.083
C -1.745 -3.434 -0.552
O -1.961 -2.010 -0.757
C -3.190 -1.513 -0.262
N 0.637 -2.939 -0.520
H 1.009 -5.590 -0.743
H -0.647 -5.955 -1.116
H -0.240 -5.359 0.478
H -0.371 -3.673 -2.161
H -1.973 -3.602 0.500
H -2.498 -3.866 -1.212
H -3.931 -1.397 -1.054
H -3.076 -0.458 -0.013
H -3.579 -1.958 0.654
H 0.929 -3.336 0.361
H 1.489 -3.136 -1.025
*
```

For the energy above the lowest of the compared OMol25 structures with the same formula, charge and spin, the calculation gives 0.0 kcal per mole. As for the HOMO-LUMO gap (spin up / spin down): 0.1490 / 0.1514 Eh. The expectation value of S² is 0.778. The calculation puts the LUMO energy (spin up / spin down) at 4.4 / 4.4 eV.

How positive or negative is each atom? The natural (NBO) charges in e answer that: atom 1 (O): -0.627, atom 2 (V): 1.493, atom 3 (C): 0.882, atom 4 (O): -0.787, atom 5 (O): -0.769, atom 6 (O): -0.833, atom 7 (C): 0.859, atom 8 (O): -0.744, atom 9 (O): -0.809, atom 10 (O): -0.762, atom 11 (C): -0.614, atom 12 (C): -0.055, atom 13 (C): -0.089, atom 14 (O): -0.537, atom 15 (C): -0.253, atom 16 (N): -0.850, atom 17 (H): 0.264, atom 18 (H): 0.200, atom 19 (H): 0.162, atom 20 (H): 0.155, atom 21 (H): 0.191, atom 22 (H): 0.131, atom 23 (H): 0.192, atom 24 (H): 0.153, atom 25 (H): 0.166, atom 26 (H): 0.336, atom 27 (H): 0.411, atom 28 (C): -0.622, atom 29 (C): -0.082, atom 30 (C): -0.066, atom 31 (O): -0.527, atom 32 (C): -0.260, atom 33 (N): -0.820, atom 34 (H): 0.222, atom 35 (H): 0.196, atom 36 (H): 0.199, atom 37 (H): 0.227, atom 38 (H): 0.170, atom 39 (H): 0.168, atom 40 (H): 0.163, atom 41 (H): 0.216, atom 42 (H): 0.154, atom 43 (H): 0.374, atom 44 (H): 0.420

=====

No. 6
ORCA calculation (ωB97M-V/def2-TZVPD) on the molecule C9H10O2.

Geometry as ORCA input:
```
! RIJCOSX wB97M-V def2-TZVPD def2/J DEFGRID3
* xyz 0 1
C -2.902 -0.456 0.031
C -2.217 0.174 -1.006
C -2.121 -0.762 1.157
C -0.871 0.257 -1.075
C -0.793 -0.459 1.183
C -0.108 0.009 0.006
C 2.289 -0.825 -0.365
C 1.335 0.374 0.128
C 1.575 1.813 0.017
O 2.146 -0.444 1.012
O 1.750 -2.023 -0.803
H -3.914 -0.622 -0.139
H -2.892 0.623 -1.784
H -2.536 -1.206 2.142
H -0.491 0.903 -1.775
H -0.159 -0.471 2.099
H 3.315 -0.673 -0.805
H 2.656 1.922 -0.293
H 1.413 2.275 1.007
H 0.948 2.276 -0.687
H 1.578 -2.685 -0.052
*
```

For the energy above the lowest of the compared OMol25 structures with the same formula, charge and spin, the calculation gives 56.6 kcal per mole. The SMILES is C[C@]1(c2ccccc2)O[C@H]1O. As for the HOMO-LUMO gap: 0.3594 Eh. The calculation puts the LUMO energy at 0.9 eV.

How positive or negative is each atom? The natural (NBO) charges in e answer that: atom 1 (C): -0.224, atom 2 (C): -0.181, atom 3 (C): -0.210, atom 4 (C): -0.230, atom 5 (C): -0.212, atom 6 (C): -0.027, atom 7 (C): 0.355, atom 8 (C): 0.189, atom 9 (C): -0.631, atom 10 (O): -0.507, atom 11 (O): -0.722, atom 12 (H): 0.216, atom 13 (H): 0.207, atom 14 (H): 0.217, atom 15 (H): 0.203, atom 16 (H): 0.223, atom 17 (H): 0.164, atom 18 (H): 0.220, atom 19 (H): 0.227, atom 20 (H): 0.225, atom 21 (H): 0.498

=====

F_max? In order: 0.8, 0.6, 0.8, 4.0, 13.5, 4.3 eV/Å.